Record 1
The following is a DFT calculation (ωB97M-V/def2-TZVPD) of C47H47NP2Pb as an isolated structure.

Positions of all 98 atoms, in Å:
1 H -4.012 2.709 0.645
2 H -5.212 0.426 -2.812
3 C -1.691 -0.326 3.616
4 C -3.636 0.719 -1.373
5 H 5.397 -0.200 2.467
6 C 5.624 0.731 0.499
7 C 0.641 -2.800 3.770
8 C 2.397 -3.839 -2.208
9 H -1.433 3.604 -4.098
10 C 1.147 2.393 -5.358
11 C -2.588 5.119 2.575
12 H -3.077 1.395 -2.009
13 Pb -0.464 -0.742 1.829
14 H -5.604 -1.717 0.959
15 C -0.468 -4.850 3.037
16 H 3.324 -2.043 -1.446
17 H 3.031 -0.871 2.043
18 H -0.948 -2.316 -0.836
19 H 5.555 1.588 -1.506
20 H 4.468 -0.994 6.481
21 C 2.397 -2.598 -1.566
22 C 0.178 0.141 -6.014
23 H -0.959 -4.553 -1.972
24 C 3.631 0.892 5.753
25 P -1.582 1.247 0.343
26 H 1.067 0.997 -2.369
27 H 0.046 2.986 2.087
28 C -5.535 -0.710 -0.971
29 N 1.146 -1.537 3.410
30 H 3.180 0.956 -1.858
31 C -0.132 3.145 -5.761
32 H -3.456 -0.727 1.743
33 H -2.834 6.064 3.064
34 C 2.666 1.492 4.914
35 C -3.843 -0.481 0.748
36 H 0.283 -0.957 -6.006
37 C -0.959 3.407 2.043
38 H 0.075 -3.240 1.719
39 H -3.069 1.055 -6.810
40 C 2.832 -1.296 5.112
41 C -5.045 -1.039 0.307
42 C 3.599 -0.329 1.281
43 C -2.270 0.822 -6.085
44 H 4.292 1.533 6.339
45 H -1.001 2.317 -1.801
46 P 1.252 -0.385 -0.330
47 C 1.782 0.696 4.192
48 H -0.753 1.420 -7.534
49 C 0.538 0.847 -1.421
50 H 1.175 -5.497 -2.851
51 C -3.261 3.251 1.215
52 C -3.152 0.418 -0.091
53 H 2.902 -2.381 5.111
54 H -1.085 -0.049 4.493
55 C -3.586 4.448 1.848
56 C -0.972 0.572 -6.873
57 H 0.766 -2.546 5.916
58 C -0.020 -2.753 -1.218
59 C 1.861 -0.720 4.273
60 H -2.475 0.416 3.431
61 C 0.079 -3.612 2.750
62 C 2.982 0.003 0.060
63 H 6.666 1.007 0.673
64 C 0.483 -3.216 5.109
65 H -1.184 -0.287 -7.539
66 H -3.075 1.824 -4.337
67 H 2.605 2.591 4.832
68 C -0.055 -4.469 5.408
69 C -4.838 0.163 -1.816
70 H -0.880 -6.316 4.563
71 H -2.132 -1.324 3.803
72 H 1.900 0.413 -4.835
73 H -0.323 3.035 -6.836
74 H 1.969 2.744 -6.008
75 H 0.086 4.221 -5.605
76 C -0.610 1.544 -1.124
77 C -2.209 1.861 -5.010
78 H -0.092 -4.827 6.443
79 C 1.063 0.894 -5.362
80 C -0.019 -4.000 -1.853
81 C 3.718 -0.513 5.837
82 H 1.049 1.129 3.508
83 H 1.423 2.715 -4.337
84 C -1.958 2.749 1.288
85 C -1.309 2.845 -4.886
86 C 3.680 0.707 -0.932
87 H -4.600 4.845 1.760
88 H -0.837 -5.479 2.209
89 H -0.522 5.146 3.254
90 C -0.508 -5.307 4.370
91 C 1.201 -2.049 -1.096
92 C 4.921 0.044 1.513
93 C 5.012 1.060 -0.712
94 H -2.570 -0.132 -5.616
95 H 3.335 -4.247 -2.592
96 C -1.285 4.603 2.684
97 H -6.478 -1.149 -1.307
98 C 1.183 -4.528 -2.347

- HOMO level (alpha / beta): -12.225 / -12.223 eV
- Charge: +2
- E: -2748.77265 Eh
- Orbital gap (alpha / beta): 0.1467 / 0.1467 hartree
- Maximum force: 2.03 eV Å⁻¹

=====

Record 2
The following is a DFT calculation (ωB97M-V/def2-TZVPD) of C27H28MoOSb3Se4 as an isolated structure.

Positions of all 64 atoms, in Å:
1 H 4.005 -3.138 -2.991
2 H -4.196 -6.097 -4.063
3 C -0.161 -1.504 -3.827
4 C -0.207 -6.416 0.874
5 Sb -1.064 -2.481 -2.239
6 H -2.476 -7.862 -4.182
7 Se 2.024 -0.215 3.021
8 C 0.760 -0.474 -3.649
9 C 2.588 -1.448 -0.459
10 H -0.176 -7.427 -3.398
11 H -3.629 -3.874 -3.180
12 C 4.876 -1.442 -1.991
13 Sb -0.370 -2.124 0.443
14 C -1.562 -4.410 -2.783
15 Se -0.045 3.713 3.741
16 C -3.190 -5.898 -3.719
17 C -0.583 -5.401 -2.837
18 C -3.371 -2.245 -0.414
19 H 1.312 0.240 -6.913
20 H 0.427 -5.221 -2.487
21 H -1.431 0.255 3.467
22 C -2.864 -1.527 -1.673
23 H 1.067 -0.158 -2.660
24 C 4.754 -0.476 -1.014
25 H -1.668 -4.923 0.424
26 C -2.477 -2.100 0.832
27 C 1.112 -6.673 1.227
28 Sb 1.894 3.113 2.711
29 C -0.634 -5.108 0.694
30 H -1.256 -2.736 -5.235
31 C 0.898 -0.251 -6.043
32 Mo 1.599 -0.218 0.819
33 H 1.992 0.964 -4.654
34 C -0.011 -1.287 -6.207
35 H -0.905 -7.232 0.742
36 H 5.530 0.252 -0.833
37 C -2.219 -6.889 -3.783
38 H -2.663 -1.176 1.372
39 C -0.548 -1.926 -5.098
40 H 1.439 -7.694 1.372
41 H -2.608 -0.485 -1.467
42 C 3.872 -2.403 -2.208
43 C 2.008 -5.629 1.420
44 H 2.288 -3.508 1.437
45 H 5.772 -1.467 -2.599
46 Se 4.078 3.264 2.076
47 C -2.867 -4.643 -3.218
48 H -2.606 -2.932 1.525
49 C -0.923 -6.646 -3.342
50 H -3.536 -3.304 -0.623
51 H -0.302 -1.604 -7.200
52 C 0.273 -4.066 0.880
53 H -3.588 -1.539 -2.486
54 Se 0.755 1.694 -0.010
55 O -1.285 0.418 2.525
56 H 3.030 -5.836 1.708
57 C 3.578 -0.511 -0.258
58 H -4.348 -1.831 -0.154
59 C 1.591 -4.316 1.252
60 H 1.971 -3.184 -1.608
61 C 2.724 -2.423 -1.447
62 H 3.501 0.248 0.569
63 C 1.283 0.155 -4.770
64 H -1.896 1.135 2.311

- HOMO level: -16.551 eV
- Charge: +3
- E: -11514.50307 Eh
- Orbital gap: 0.2221 hartree
- Maximum force: 0.57 eV Å⁻¹

=====

Record 3
The following is a DFT calculation (ωB97M-V/def2-TZVPD) of C32H74F6NO32S2Tl as an isolated structure.

Positions of all 148 atoms, in Å:
1 C -1.628 1.534 0.245
2 C -2.195 7.623 2.644
3 H -3.048 -5.155 0.546
4 C 3.433 -6.594 -1.864
5 H -6.412 2.975 2.145
6 O -1.991 2.971 -1.483
7 O 4.767 9.099 -5.112
8 H -1.850 -1.780 -9.217
9 H -2.135 -7.439 0.152
10 H 4.385 -1.531 -2.163
11 H 0.006 -3.762 -8.684
12 S 3.505 8.892 -5.882
13 H -2.786 9.611 2.425
14 F 2.984 7.473 -8.069
15 H -2.257 0.323 7.622
16 H -5.913 -1.700 -0.720
17 H -1.343 6.943 2.665
18 C -7.077 1.581 4.454
19 C -7.955 2.240 3.309
20 C -0.130 4.476 6.972
21 N 2.458 7.826 -5.321
22 H -0.028 -1.074 -2.218
23 C 4.081 -2.520 8.027
24 O -7.342 -0.637 -1.852
25 F 4.800 6.594 -3.895
26 H 3.358 -0.623 5.461
27 H -4.476 -5.788 2.717
28 C 4.084 7.974 -7.529
29 O -2.086 -0.602 7.814
30 H 2.526 -7.024 -1.439
31 C -6.032 -1.058 -1.593
32 O -7.205 2.441 2.048
33 O -0.221 -1.895 0.195
34 O -6.575 0.328 4.003
35 O -1.136 9.722 3.529
36 C -4.163 -1.274 8.597
37 C -1.122 0.316 0.854
38 H 4.250 -7.083 -1.334
39 H 1.979 4.214 6.891
40 H -4.579 -0.326 8.256
41 C -1.802 9.146 2.481
42 O -1.243 -6.957 1.847
43 O 2.724 -2.526 8.507
44 C -2.405 -7.177 1.175
45 O 3.509 2.027 -11.939
46 H 1.530 1.963 -11.153
47 H -1.084 -3.035 -6.381
48 F 4.174 7.002 -1.786
49 C -0.355 -0.290 -1.551
50 O 2.896 10.192 -6.332
51 O 4.084 -1.575 -5.236
52 O -1.013 -2.125 -8.896
53 O -0.467 1.075 -3.252
54 C 5.203 -0.798 -4.819
55 H -1.459 -4.104 -9.360
56 O 2.790 -7.220 6.263
57 H -8.746 1.616 2.892
58 H -2.642 7.041 0.862
59 H -2.323 -1.762 9.604
60 H 2.404 3.454 -10.970
61 C -1.407 1.855 -1.036
62 O -1.359 3.802 6.669
63 O -3.042 -3.281 -7.294
64 H -8.446 3.067 3.822
65 H -5.108 -2.149 7.391
66 H -4.557 -1.172 -4.424
67 H 4.486 -7.552 3.282
68 H -2.056 4.273 7.132
69 H -1.672 -4.659 -6.708
70 H 5.501 -0.026 -5.528
71 H 1.709 1.764 -8.205
72 O -1.031 0.055 2.006
73 H 2.607 -2.895 9.385
74 H -6.215 2.207 4.687
75 H 3.948 -0.441 7.586
76 C 1.100 3.730 6.465
77 C 2.525 2.371 -10.976
78 H -0.285 9.279 3.545
79 H -0.106 5.535 6.716
80 O 3.223 -1.412 5.991
81 O 4.700 -6.055 -3.875
82 H 3.086 0.891 -9.564
83 H -2.788 -8.027 1.739
84 C -0.631 0.938 -2.008
85 C -2.764 -0.965 9.005
86 C 3.692 -7.879 5.302
87 H 5.699 0.619 -3.168
88 H 4.453 -3.424 7.546
89 H 4.079 2.213 -9.451
90 C -3.399 -5.992 1.150
91 C 3.551 -6.811 -3.410
92 H 1.110 2.795 7.025
93 H 3.656 -7.859 -3.690
94 H -5.967 0.496 3.279
95 O -4.220 -2.370 7.682
96 C -1.684 -3.631 -7.069
97 H -2.853 -0.068 9.618
98 H -6.168 -2.497 -3.298
99 Tl -0.529 -3.949 5.239
100 C 4.194 -6.999 4.175
101 H -4.651 -2.219 -2.626
102 H 4.731 -2.403 8.895
103 F 4.789 6.926 -7.240
104 H 5.160 -1.202 6.612
105 H -2.292 2.176 0.806
106 H 3.727 1.133 -11.665
107 O -3.717 -5.317 2.365
108 C -0.542 -0.745 -0.194
109 H 4.684 -5.181 -3.476
110 H 6.168 -1.290 -4.698
111 O 3.192 -6.036 3.760
112 H -7.527 0.156 -1.343
113 H -2.677 7.425 3.601
114 H 5.116 -6.462 4.394
115 O 2.854 9.303 -3.013
116 H -3.554 -3.984 -6.887
117 H -4.925 -1.518 9.337
118 C 4.165 -1.354 7.031
119 O -3.133 7.265 1.656
120 O 1.227 7.625 -3.108
121 H -0.671 -7.636 1.483
122 H -4.331 -6.408 0.769
123 H 3.156 -5.857 2.818
124 H 2.732 -6.438 -4.025
125 H -1.405 9.404 1.500
126 O 1.121 3.460 5.121
127 O 5.204 -1.057 -2.324
128 H -7.755 1.562 5.307
129 O -5.148 -0.756 -3.792
130 C 3.772 6.639 -3.053
131 H 0.207 3.462 4.827
132 C -5.546 -1.679 -2.936
133 H 2.607 -4.792 -1.592
134 C 4.977 -0.169 -3.379
135 H -0.089 4.581 8.056
136 F 3.131 5.477 -3.092
137 H -5.346 -0.226 -1.433
138 H 3.007 -8.672 5.003
139 H 4.566 -8.378 5.722
140 H 3.315 -1.350 -4.708
141 H 3.134 -7.376 7.146
142 O 3.457 -5.209 -1.433
143 O 2.129 2.504 -8.650
144 F 4.753 8.767 -8.461
145 S 2.483 8.046 -3.577
146 H 4.026 0.354 -3.274
147 C -1.048 -3.535 -8.526
148 C 3.024 1.979 -9.590

- HOMO level: -7.153 eV
- ΔE to the lowest compared entry with this formula, charge and spin: 220.7 kcal/mol
- Charge: 0
- E: -5293.36279 Eh
- Orbital gap: 0.0572 hartree
- Maximum force: 8.36 eV Å⁻¹

=====

Record 4
The following is a DFT calculation (ωB97M-V/def2-TZVPD) of C35H52BrN3OP2W as an isolated structure.

Positions of all 95 atoms, in Å:
1 N 0.290 0.949 4.906
2 C -1.958 3.016 3.294
3 H -2.533 0.726 4.437
4 O 0.261 3.171 5.487
5 H 2.177 1.058 -0.365
6 C -0.102 -3.100 -2.632
7 C -1.886 -0.920 -3.267
8 H -2.000 -0.259 5.831
9 H -1.275 -4.415 -3.981
10 C -1.969 -0.166 4.736
11 C 2.995 -1.729 -1.328
12 C -0.465 4.856 -5.218
13 C 3.500 -0.597 -2.218
14 C -0.622 2.612 3.339
15 H 4.404 -3.352 0.798
16 H 3.858 -2.334 -1.017
17 H 4.393 -0.102 -1.816
18 H 3.627 -4.179 2.160
19 H -3.173 0.305 0.326
20 H -2.580 -4.237 -1.584
21 H 4.175 0.066 1.793
22 C -0.665 2.628 -2.193
23 C -0.110 4.999 -2.514
24 H 2.366 -2.418 -1.917
25 C 0.007 2.285 4.677
26 H -2.875 -0.508 -3.031
27 H -0.650 -5.208 -2.508
28 H 0.851 -0.482 6.280
29 H -0.614 4.851 -6.299
30 H -3.563 -2.926 -1.003
31 H 2.622 1.504 5.782
32 C -2.107 -1.601 0.307
33 H 1.667 -2.695 2.082
34 H 0.553 7.016 -2.995
35 Br -0.579 -4.111 0.637
36 C -0.754 3.711 -4.456
37 W 0.329 1.837 -0.756
38 H -1.070 2.793 -4.946
39 C -3.930 -3.341 -3.042
40 H -0.505 0.086 3.159
41 H 2.898 -4.284 0.560
42 H -2.459 -1.043 4.299
43 H -4.204 -2.363 -3.457
44 H -2.549 3.045 4.205
45 H -2.398 -2.359 -4.873
46 C -0.534 -0.096 4.245
47 H 1.647 0.679 1.373
48 H 3.758 1.761 1.563
49 H 2.734 0.165 -2.382
50 C 2.369 0.420 0.578
51 C 0.719 0.606 6.270
52 H 0.382 -0.377 -1.872
53 P 2.080 -1.334 0.205
54 H -0.789 -1.595 -5.028
55 C -2.261 -0.238 0.065
56 H 2.563 0.686 7.362
57 C 3.777 0.781 1.064
58 H 0.413 -2.454 -3.353
59 H -0.016 -1.043 4.438
60 C -1.408 1.626 -1.619
61 H 0.450 -4.785 -3.810
62 C -2.955 -3.238 -1.860
63 C -1.828 -1.438 -4.707
64 C 2.000 1.313 6.664
65 C 2.595 -2.379 1.586
66 C -1.645 3.391 0.937
67 P -1.465 -2.088 -1.921
68 H -1.967 3.832 -0.014
69 C -0.842 -2.362 0.121
70 H 4.492 0.852 0.236
71 C 0.024 -0.211 -0.840
72 H -2.945 -2.157 0.731
73 H -1.217 -0.059 -3.180
74 C -0.440 -4.446 -3.268
75 H 0.100 5.115 -1.450
76 C 3.434 -3.616 1.240
77 H -4.869 -3.787 -2.668
78 C -2.470 3.387 2.055
79 H 1.759 2.259 7.157
80 C -0.573 3.782 -3.063
81 H -3.566 -3.991 -3.852
82 C -1.306 0.463 -0.729
83 H 1.286 1.546 -2.106
84 H 3.143 -1.740 2.290
85 H 0.599 -3.289 -1.811
86 N -0.415 2.768 0.961
87 C 0.307 -1.391 -0.008
88 H -3.515 3.662 1.926
89 H 1.255 2.418 2.238
90 C 0.169 2.561 2.202
91 H -2.265 -0.662 -5.346
92 C 0.172 6.067 -3.382
93 N 0.004 5.985 -4.696
94 H -0.082 0.864 6.983
95 H 3.765 -0.999 -3.203

- HOMO level (alpha / beta): -18.410 / -18.409 eV
- ΔE to the lowest compared entry with this formula, charge and spin: 80.9 kcal/mol
- 2S+1: 3
- Charge: +4
- E: -4926.32068 Eh
- Orbital gap (alpha / beta): 0.1931 / 0.1504 hartree
- <S²>: 2.027
- Maximum force: 5.76 eV Å⁻¹

=====

Record 5
The following is a DFT calculation (ωB97M-V/def2-TZVPD) of an isolated ion of composition C6H12BrN2OS and charge +1.

Positions of all 23 atoms, in Å:
1 H 0.950 0.062 1.086
2 C 0.556 -2.999 0.590
3 C -1.769 -0.294 0.212
4 Br -3.532 -0.224 -0.476
5 H -1.667 -2.322 -0.317
6 H 1.585 -3.251 0.776
7 H -3.320 2.002 1.537
8 O 0.655 1.057 -1.220
9 N -2.457 2.198 1.055
10 H -0.172 -3.793 0.549
11 S -1.241 1.112 1.108
12 C -1.114 -1.480 0.079
13 H -2.517 2.819 0.263
14 C 1.349 -0.137 -1.039
15 C 1.325 2.212 -0.753
16 H 1.307 2.279 0.340
17 H 2.415 0.006 -1.253
18 H 2.363 2.225 -1.097
19 H 0.796 3.063 -1.176
20 N 0.191 -1.775 0.410
21 H 0.938 -0.840 -1.769
22 H 2.152 -1.182 0.704
23 C 1.207 -0.738 0.392

- HOMO level (alpha / beta): -12.540 / -12.540 eV
- ΔE to the lowest compared entry with this formula, charge and spin: 4.9 kcal/mol
- Charge: +1
- E: -3392.44284 Eh
- Orbital gap (alpha / beta): 0.2815 / 0.2814 hartree
- SMILES: C=[N+](/C=C(/Br)SN)CCOC
- Maximum force: 2.21 eV Å⁻¹

=====

What did the fifth record say?
The following is a DFT calculation (ωB97M-V/def2-TZVPD) of an isolated ion of composition C6H12BrN2OS and charge +1.

Positions of all 23 atoms, in Å:
1 H 0.950 0.062 1.086
2 C 0.556 -2.999 0.590
3 C -1.769 -0.294 0.212
4 Br -3.532 -0.224 -0.476
5 H -1.667 -2.322 -0.317
6 H 1.585 -3.251 0.776
7 H -3.320 2.002 1.537
8 O 0.655 1.057 -1.220
9 N -2.457 2.198 1.055
10 H -0.172 -3.793 0.549
11 S -1.241 1.112 1.108
12 C -1.114 -1.480 0.079
13 H -2.517 2.819 0.263
14 C 1.349 -0.137 -1.039
15 C 1.325 2.212 -0.753
16 H 1.307 2.279 0.340
17 H 2.415 0.006 -1.253
18 H 2.363 2.225 -1.097
19 H 0.796 3.063 -1.176
20 N 0.191 -1.775 0.410
21 H 0.938 -0.840 -1.769
22 H 2.152 -1.182 0.704
23 C 1.207 -0.738 0.392

- HOMO level (alpha / beta): -12.540 / -12.540 eV
- ΔE to the lowest compared entry with this formula, charge and spin: 4.9 kcal/mol
- Charge: +1
- E: -3392.44284 Eh
- Orbital gap (alpha / beta): 0.2815 / 0.2814 hartree
- SMILES: C=[N+](/C=C(/Br)SN)CCOC
- Maximum force: 2.21 eV Å⁻¹